No. 1
C4H11N3O2 as an isolated structure in a non-equilibrium geometry, computed with the ωB97M-V functional and the def2-TZVPD basis.

```
20
Properties=species:S:1:pos:R:3
C 1.10 0.02 -1.63
C -2.23 0.52 0.44
N 0.24 -0.38 -0.49
C -0.78 0.89 0.18
N -0.40 -1.62 -0.78
O -0.43 1.99 -0.22
H -0.34 -2.17 0.08
H -1.37 -1.43 -1.01
H 1.40 1.06 -1.52
H 0.54 -0.11 -2.55
H 1.98 -0.63 -1.65
H -2.63 1.28 1.11
H -2.34 -0.45 0.91
H -2.79 0.55 -0.49
N 2.07 0.35 1.02
C 0.91 -0.44 0.99
O 0.77 -1.48 1.62
H 1.93 1.31 0.73
H 2.53 0.27 1.91
H -0.16 0.46 1.34
```

As for the LUMO energy: 0.8066 eV. The calculation puts the relative energy (zero: lowest compared OMol25 entry of this formula, charge and spin) at 400.20 kJ/mol. The HOMO energy comes out at -0.320 Eh. The total charge is 0. The value obtained for the maximum force is 1.524 eV/A.

Results of the Löwdin charge analysis, in e, for atoms 1 through 6:
1. C -0.03
2. C -0.02
3. N -0.20
4. C -0.48
5. N 0.09
6. O 0.00

=====

No. 2
A 2-piece molecular cluster, C4H11N3O2 overall in a non-equilibrium geometry, computed with the ωB97M-V functional and the def2-TZVPD basis.

```
20
Properties=species:S:1:pos:R:3
C -3.51 -0.18 -1.29
N -2.45 0.83 -1.33
C -1.23 0.55 -1.21
N -0.63 -0.67 -1.66
N -0.21 1.48 -1.15
H -4.17 -0.15 -2.18
H -4.13 0.29 -0.52
H -3.20 -1.23 -1.23
H -1.27 -1.42 -1.74
H 0.24 -1.01 -1.23
H -0.33 2.47 -1.16
H 0.70 1.17 -0.80
C 1.57 0.25 2.81
C 1.98 -0.40 1.55
O 1.41 -0.22 0.49
O 3.02 -1.25 1.57
H 0.89 -0.40 3.43
H 1.07 1.20 2.58
H 2.28 0.04 3.63
H 3.19 -1.67 0.72
```

As for the LUMO energy: 0.3974 eV. The calculation puts the relative energy (zero: lowest compared OMol25 entry of this formula, charge and spin) at 177.80 kJ/mol. The HOMO energy comes out at -0.293 Eh. Its structure (SMILES) is CN=C(N)N.CC(=O)O. The total charge is 0. The value obtained for the maximum force is 3.172 eV/A.

Results of the Löwdin charge analysis, in e, for atoms 1 through 6:
1. C -0.16
2. N -0.01
3. C -0.54
4. N 0.11
5. N 0.10
6. H 0.07

=====

No. 3
A 2-piece molecular cluster, C4H11N3O2 overall in a non-equilibrium geometry, computed with the ωB97M-V functional and the def2-TZVPD basis.

```
20
Properties=species:S:1:pos:R:3
H -1.41 2.81 -0.93
N -1.01 1.92 -0.62
C -1.81 1.12 -0.02
N -3.07 1.32 0.44
N -1.42 -0.25 0.10
C -0.86 -0.87 -1.20
H -3.51 0.47 0.76
H -3.64 2.08 0.12
H -0.64 -0.33 0.73
H -1.67 -1.32 -1.75
H -0.18 -1.56 -0.71
H -0.26 -0.03 -1.52
C 2.67 -1.56 0.84
C 2.43 -0.09 0.81
O 2.74 0.83 1.50
O 1.80 0.15 -0.44
H 3.46 -1.71 0.09
H 1.89 -2.24 0.50
H 2.97 -1.81 1.86
H 1.53 1.07 -0.57
```

As for the LUMO energy: 0.8283 eV. The calculation puts the relative energy (zero: lowest compared OMol25 entry of this formula, charge and spin) at 154.62 kJ/mol. The HOMO energy comes out at -0.344 Eh. Its structure (SMILES) is [H]/N=C(\N)NC.CC(=O)O. The total charge is 0. The value obtained for the maximum force is 3.782 eV/A.

Results of the Löwdin charge analysis, in e, for atoms 1 through 6:
1. H 0.04
2. N 0.11
3. C -0.57
4. N 0.14
5. N -0.06
6. C -0.05